18
Properties=species:S:1:pos:R:3 method="wB97M-V/def2-TZVPD" total_charge=+1 homo_energy_ev="-9.01 / -15.33" e_lumo_ev="-3.7 / -5.9" multiplicity=3 orbital_gap_ev="5.310 / 9.442" de_lowest_kcal_mol=47.4
C 0.462 -0.221 0.453
C 0.699 0.502 -0.676
C 1.875 1.371 -1.096
C -0.398 0.684 -1.659
C -0.993 -1.110 0.786
N -1.066 -1.218 2.214
H 1.114 -0.447 1.241
H 2.077 0.820 -2.103
H 1.413 2.357 -1.238
H 2.858 1.469 -0.488
H -1.401 0.882 -1.199
H -0.608 -0.210 -2.275
H -0.207 1.444 -2.340
H -1.790 -0.555 0.454
H -0.878 -1.988 0.268
H -0.112 -1.020 2.529
H -1.403 -2.179 2.539
H -1.644 -0.581 2.592